Entry 1:
{"formula": "C9H11Br2N2O", "method": "the ωB97M-V functional and the def2-TZVPD basis", "elements": ["C", "C", "C", "C", "C", "C", "C", "C", "C", "N", "N", "O", "Br", "Br", "H", "H", "H", "H", "H", "H", "H", "H", "H", "H", "H"], "coordinates": [[3.4535, -0.7247, 0.8079], [2.3562, -0.5091, 1.5719], [3.2858, -0.7434, -0.5461], [1.1452, -0.6585, 1.0394], [2.0835, -0.9128, -1.0470], [-2.0452, 1.7812, 0.7928], [-3.4538, 1.4803, 0.6038], [-1.1885, 1.6747, -0.2053], [-0.3070, -1.1000, -0.7963], [-0.5120, -1.1608, -2.0352], [0.9924, -0.9454, -0.2818], [-1.7347, -1.3026, -2.5247], [-3.8802, -0.3975, 0.1892], [0.5680, 2.3918, 0.0222], [4.5000, -0.4662, 1.2115], [2.5387, -0.2807, 2.6266], [4.1342, -0.9736, -1.1631], [0.2657, -0.5019, 1.7152], [2.1181, -1.1084, -2.1297], [-2.4125, -1.3036, -1.8375], [-1.6820, 2.0352, 1.7625], [-3.9264, 1.4811, 1.5498], [-3.8732, 2.0226, -0.2934], [-1.3790, 1.2733, -1.1198], [-1.0467, -1.0510, 0.0869]], "forces_ev_per_angstrom": [[3.3421, 2.6001, 0.4859], [1.4645, -0.1829, 2.4963], [3.0121, -1.4523, 0.8841], [-2.8237, 0.0405, 0.3332], [-1.3259, -0.8289, -3.1093], [1.0343, -0.6233, -0.7776], [-0.8474, -0.4244, -1.4853], [1.2789, 1.6717, 2.6782], [-2.4589, 0.0678, 1.8918], [1.1555, -0.1242, 0.2379], [0.6288, 0.6887, 0.6058], [-0.2646, 0.0242, -0.6762], [0.2318, -0.5660, -0.2950], [-0.1911, -0.2726, -0.2505], [-1.7092, -1.1178, -0.4211], [-0.6685, -0.0980, -0.3487], [0.2301, 0.6175, -0.4119], [0.5304, -0.3984, -1.2680], [-1.3728, 0.1085, 0.5910], [-0.3050, 0.0508, 0.6203], [-0.0098, 0.5393, 0.5581], [-1.0855, 1.0736, 0.4922], [0.0291, -0.3342, 1.6246], [-0.5680, -0.6746, -2.6065], [0.6930, -0.3850, -1.8493]], "de_lowest_kj_mol": 155.3, "mol_weight_g_mol": 323.01, "charge": 1, "homo_energy_ha": -0.4728}

***

Entry 2:
{"formula": "C14H20Cl12O3P", "method": "the ωB97M-V functional and the def2-TZVPD basis", "elements": ["O", "C", "C", "C", "O", "P", "O", "C", "C", "C", "C", "C", "C", "C", "H", "H", "H", "H", "H", "H", "H", "H", "H", "H", "H", "H", "H", "H", "H", "H", "C", "Cl", "Cl", "Cl", "H", "C", "Cl", "Cl", "Cl", "H", "C", "Cl", "Cl", "Cl", "H", "C", "Cl", "Cl", "Cl", "H"], "coordinates": [[1.8422, 3.0167, 1.8233], [1.6507, 1.8314, 0.9858], [1.3635, 0.6354, 1.9595], [1.2207, -0.7624, 1.2633], [2.2849, -1.1871, 0.4044], [1.6125, -1.6688, -1.1436], [-0.0418, -1.8258, -0.5680], [-0.2046, -1.2547, 0.7248], [-1.3429, -0.1893, 0.6488], [-2.3564, -0.1679, 1.6886], [-3.4204, 0.8194, 1.6577], [-3.4499, 1.7997, 0.5937], [-2.4577, 1.7881, -0.4662], [-1.4119, 0.7756, -0.4297], [0.9502, 3.1882, 2.1738], [2.5429, 1.6465, 0.3388], [0.7996, 2.0767, 0.3041], [0.5112, 0.8530, 2.6632], [2.2721, 0.5625, 2.6252], [1.3800, -1.4686, 2.1386], [2.9366, -1.4960, -1.7260], [1.4220, -0.2353, -1.3383], [1.0608, -1.9662, -2.4631], [1.8855, -3.0767, -0.9898], [-0.5444, -1.9944, 1.5095], [-2.3158, -0.9285, 2.4995], [-4.2143, 0.8386, 2.4358], [-4.2401, 2.5833, 0.5661], [-2.4563, 2.5294, -1.2932], [-0.6182, 0.7392, -1.2153], [5.3192, -1.5077, 1.7792], [5.8341, -0.0659, 2.6700], [6.4315, -1.8447, 0.4494], [5.2061, -2.9002, 2.8652], [4.3347, -1.3181, 1.3626], [7.9769, 1.0852, -2.0728], [7.4349, 1.3405, -0.4122], [8.1982, -0.6390, -2.4005], [6.8299, 1.7915, -3.2170], [8.9335, 1.5810, -2.1994], [-6.6438, 1.9932, -1.5577], [-6.1311, 3.4554, -0.7061], [-5.5306, 1.6243, -2.8791], [-6.7489, 0.6347, -0.4363], [-7.6279, 2.1676, -1.9794], [-5.9830, -3.0371, -1.7934], [-4.9081, -1.8103, -1.1269], [-6.6101, -4.0827, -0.5112], [-7.3147, -2.2866, -2.6878], [-5.4139, -3.6505, -2.4842]], "forces_ev_per_angstrom": [[-0.2869, -0.3267, -0.4467], [-0.7552, 0.0651, 0.5402], [0.9799, 0.0770, -1.0054], [0.4964, -1.7353, 2.2274], [-1.4836, 0.5955, 0.7696], [0.8715, 0.3622, -2.7427], [0.3127, 0.3429, 2.1348], [-0.4953, 0.5004, -0.7160], [-0.9144, 0.9656, 0.4414], [-0.1952, 1.2122, -1.3524], [1.3121, 0.0637, -1.3116], [0.9740, -0.6997, -0.1804], [0.5116, -1.7722, 1.5865], [-0.9916, 0.2968, 0.9358], [0.6117, 0.0289, -0.1096], [-0.5862, 0.2108, 0.8481], [0.5667, -0.6050, 0.4196], [0.5081, -0.2472, -0.9408], [-0.7814, 0.1114, -0.6480], [-0.4341, 0.7644, -0.4810], [0.0057, -0.1276, 0.1148], [-0.4503, 0.1258, -0.0996], [0.1318, 0.0945, 0.1478], [-0.1600, 0.0776, 0.7194], [0.1619, 0.3803, -0.9740], [-0.0490, 0.6592, -0.6910], [0.7339, -0.0558, -0.6350], [0.8564, -0.9393, 0.2135], [-0.1681, -0.5810, 0.7661], [-0.8094, -0.0527, 0.7399], [-0.0046, -0.0524, -0.1227], [-0.0116, 0.0008, 0.0051], [-0.1112, -0.0898, 0.1312], [-0.0098, 0.0525, -0.0004], [-0.1559, -0.0291, -0.1136], [-0.1355, 0.0075, 0.1296], [0.1145, 0.1066, -0.1547], [0.0656, 0.0886, -0.0326], [0.0958, -0.0125, 0.0214], [-0.1023, -0.0726, -0.0083], [0.1078, -0.1890, 0.0749], [-0.3615, 0.2414, -0.2249], [-0.0942, 0.0206, 0.0354], [-0.2995, 0.4215, 0.0014], [0.1164, 0.0186, 0.0531], [0.2375, 0.2073, 0.1238], [0.1870, -0.4639, -0.1378], [-0.0065, -0.0222, -0.0643], [-0.0058, -0.0695, -0.0534], [-0.1002, 0.0441, 0.0663]], "de_lowest_kj_mol": 0.0, "mol_weight_g_mol": 692.72, "charge": -1, "homo_energy_ha": -0.1606}

***

Entry 3:
{"formula": "C24H43N3S2", "method": "the ωB97M-V functional and the def2-TZVPD basis", "elements": ["C", "C", "C", "C", "C", "C", "C", "C", "N", "C", "C", "C", "C", "C", "C", "C", "C", "C", "S", "S", "C", "C", "C", "C", "C", "N", "C", "C", "N", "H", "H", "H", "H", "H", "H", "H", "H", "H", "H", "H", "H", "H", "H", "H", "H", "H", "H", "H", "H", "H", "H", "H", "H", "H", "H", "H", "H", "H", "H", "H", "H", "H", "H", "H", "H", "H", "H", "H", "H", "H", "H", "H"], "coordinates": [[0.9417, 3.6709, 1.5679], [0.5080, 5.0604, 1.0639], [0.8605, 5.3710, -0.4041], [-0.2572, 5.0869, -1.4329], [-1.1034, 3.8594, -1.0974], [-1.8864, 3.2741, -2.2752], [-2.4889, 1.9057, -1.8833], [-1.6818, 0.7299, -2.4479], [-1.4520, -0.3722, -1.4910], [-1.0525, -1.5989, -2.2151], [0.3715, -1.4909, -2.7714], [1.1627, -2.7828, -2.5343], [2.5795, -2.7272, -3.1165], [3.6125, -3.5187, -2.3042], [3.1717, -4.9475, -1.9742], [4.3475, -5.8564, -1.5558], [3.9790, -6.7750, -0.3913], [-2.6084, -0.6600, -0.7001], [-4.0759, -1.0115, -1.2683], [-2.2483, -0.6871, 1.0615], [-3.4312, 0.5693, 1.6401], [-3.4884, 0.5935, 3.1647], [-2.1653, 1.0769, 3.7956], [-1.5701, 0.1607, 4.8833], [-1.5047, -1.2354, 4.4339], [-1.4607, -2.3307, 4.1037], [-0.1310, 0.6448, 5.2181], [0.2635, 0.3486, 6.5987], [0.6329, 0.1259, 7.6582], [1.7461, 3.2655, 0.9502], [1.2736, 3.7113, 2.6057], [0.1228, 2.9485, 1.5015], [1.0206, 5.8040, 1.6810], [-0.5576, 5.2126, 1.2526], [1.1150, 6.4310, -0.4681], [1.7468, 4.7940, -0.6811], [0.1999, 4.9454, -2.4156], [-0.9081, 5.9651, -1.4744], [-1.8350, 4.1268, -0.3268], [-0.4808, 3.0593, -0.6815], [-2.6786, 3.9581, -2.5897], [-1.2164, 3.1519, -3.1327], [-3.5103, 1.8461, -2.2604], [-2.5137, 1.8573, -0.7938], [-2.1401, 0.3679, -3.3782], [-0.6842, 1.0949, -2.7107], [-1.0893, -2.4212, -1.4930], [-1.7881, -1.8343, -2.9953], [0.8918, -0.6426, -2.3232], [0.3173, -1.3410, -3.8553], [1.1807, -2.9812, -1.4576], [0.6088, -3.6005, -3.0056], [2.9057, -1.6886, -3.2215], [2.5696, -3.1557, -4.1254], [3.7885, -2.9890, -1.3610], [4.5551, -3.5477, -2.8585], [2.4689, -4.9092, -1.1351], [2.6147, -5.3861, -2.8084], [5.1858, -5.2194, -1.2638], [4.6332, -6.4677, -2.4147], [3.6381, -6.1848, 0.4634], [4.8273, -7.3825, -0.0712], [3.1589, -7.4417, -0.6695], [-4.4050, 0.3318, 1.2118], [-3.1137, 1.5541, 1.2879], [-3.7894, -0.3796, 3.5579], [-4.2679, 1.3134, 3.4267], [-2.3063, 2.0553, 4.2601], [-1.4048, 1.1929, 3.0170], [-2.1884, 0.1940, 5.7822], [-0.1016, 1.7302, 5.1034], [0.5861, 0.1779, 4.5442]], "forces_ev_per_angstrom": [[-0.3957, -0.0629, -0.2926], [0.4011, 0.1512, 0.2156], [-0.4289, -0.1327, -0.0270], [0.1114, -0.0986, 0.4356], [-0.1092, -0.0171, -0.2335], [0.0182, -0.1580, 0.1660], [0.0982, 0.3323, -0.5039], [0.3546, 0.2013, 0.1662], [-0.6164, -0.2571, -0.3468], [0.3772, 0.0235, 0.4825], [-0.1773, -0.4734, -0.3695], [-0.1151, 0.3517, -0.0890], [0.1157, -0.3989, -0.0390], [-0.3113, 0.0708, -0.0757], [0.0875, -0.0159, 0.3084], [-0.5258, 0.0394, 0.0410], [-0.0221, 0.0696, -0.0847], [0.1456, 0.0200, 0.2936], [-0.0946, 0.1806, -0.1304], [0.2213, 0.1693, -0.1945], [-0.2863, -0.2135, 0.0939], [0.1057, 0.3358, 0.0167], [0.0163, -0.2208, 0.0330], [0.3043, 0.1278, -0.2686], [-0.2001, 0.2638, 0.3107], [0.0592, -0.3125, -0.1376], [-0.4263, 0.0423, 0.4212], [0.1173, -0.0366, -0.5827], [-0.0072, -0.0701, 0.4410], [0.1069, 0.0740, 0.1479], [0.0190, -0.0469, -0.0233], [0.0506, 0.0128, 0.0580], [-0.0391, -0.0194, -0.0266], [0.0123, 0.0253, -0.0550], [0.1500, -0.0701, -0.1287], [0.0593, 0.0899, 0.0608], [-0.0665, 0.1572, -0.0373], [-0.0249, -0.0595, -0.2159], [0.1194, -0.1214, 0.1106], [0.0612, 0.0639, -0.0541], [0.0714, 0.0559, 0.0361], [-0.0662, 0.0353, -0.0212], [-0.0432, -0.1124, 0.2478], [-0.1197, -0.0863, -0.0070], [-0.0897, -0.0703, 0.0795], [-0.0168, -0.0956, -0.0277], [0.0130, 0.0473, -0.0116], [0.0224, 0.0331, -0.0280], [-0.0304, -0.0069, 0.0224], [0.1215, 0.2798, 0.0721], [0.0855, 0.0007, -0.0249], [0.0259, -0.0922, 0.1944], [0.0110, -0.0141, 0.0601], [-0.0781, 0.1602, -0.0251], [0.1845, -0.0501, -0.0424], [0.0148, 0.0613, 0.0613], [-0.0617, 0.0221, -0.1068], [0.1063, 0.0003, -0.0394], [0.1076, -0.1219, -0.0925], [0.3024, 0.1215, 0.0369], [0.0595, -0.0367, -0.0003], [-0.0538, -0.0195, -0.0118], [0.0562, -0.0192, 0.0195], [0.0253, 0.0300, 0.0667], [0.0003, -0.0731, -0.0888], [0.0255, -0.0071, -0.0603], [-0.0811, -0.1680, 0.0673], [0.0553, 0.0039, -0.0637], [-0.0399, 0.0214, 0.0059], [-0.0111, -0.0268, -0.0256], [0.1147, -0.0519, -0.1123], [0.0230, 0.1620, -0.0669]], "mol_weight_g_mol": 437.76, "smiles": "CCCCCCCCN(CCCCCCCC)C(=S)SCCC[C@@H](C#N)CC#N", "charge": 0, "homo_energy_ha": -0.3136}

***

Record-wise gap between HOMO and LUMO values, in eV: 8.010 6.348 8.013